Computed, not measured: 2 unconnected molecules or ions with the total composition C4H9O3, with wB97M-V/def2-TZVPD.

Atoms and positions in Å:
C 0.762 1.810 1.493
C -0.626 1.181 1.120
O -0.866 0.084 1.714
O -1.389 1.835 0.390
H 0.980 1.490 2.501
H 0.623 2.889 1.455
H 1.530 1.429 0.820
C 0.023 -1.803 -0.892
C 0.063 -0.515 -1.710
O -1.026 -1.977 0.049
H -0.187 -2.620 -1.598
H 0.946 -2.110 -0.389
H 1.012 -0.426 -2.242
H -1.155 -1.182 0.639
H 0.136 0.328 -1.026
H -0.825 -0.415 -2.322

## Properties
HOMO-LUMO gap = 8.7 eV
E_HOMO = -4.523 eV
charge = -1

Computed, not measured: a molecular structure, C42H40BO3P2STi, with wB97M-V/def2-TZVPD.

Atoms and positions in Å:
Ti 0.837 0.092 0.492
O 0.194 -1.283 -0.792
S -1.151 -0.493 -0.904
C -1.260 -0.021 -2.602
C -2.085 -0.573 -3.569
C -2.028 -0.050 -4.854
C -1.170 0.998 -5.149
C -0.315 1.507 -4.178
C -0.331 0.993 -2.889
P 0.921 1.532 -1.659
C 2.533 0.967 -2.249
C 3.100 1.403 -3.446
C 4.334 0.919 -3.849
C 5.013 -0.005 -3.065
C 4.462 -0.444 -1.869
C 3.229 0.041 -1.468
C 0.852 3.326 -1.647
C 1.996 4.111 -1.782
C 1.886 5.493 -1.718
C 0.648 6.085 -1.508
C -0.491 5.301 -1.361
C -0.394 3.923 -1.428
C -2.421 -1.532 -0.231
C -3.624 -1.848 -0.835
C -4.534 -2.634 -0.132
C -4.245 -3.070 1.149
C -3.055 -2.696 1.767
C -2.133 -1.913 1.088
P -0.655 -1.305 1.943
C -1.032 -1.048 3.668
C -1.881 0.012 4.002
C -2.202 0.226 5.331
C -1.668 -0.599 6.316
C -0.817 -1.644 5.981
C -0.495 -1.878 4.652
C 0.697 -2.497 1.736
C 1.977 -1.972 1.943
C 3.107 -2.746 1.674
C 2.947 -4.033 1.192
C 1.672 -4.549 0.977
C 0.546 -3.785 1.228
H -2.737 -1.405 -3.359
H -2.665 -0.466 -5.624
H -1.152 1.417 -6.146
H 0.356 2.318 -4.427
H 2.591 2.131 -4.064
H 4.769 1.264 -4.778
H 5.975 -0.383 -3.384
H 4.991 -1.163 -1.259
H 2.855 -0.351 -0.515
H 2.964 3.654 -1.941
H 2.767 6.108 -1.840
H 0.569 7.163 -1.464
H -1.454 5.768 -1.202
H -1.286 3.313 -1.325
H -3.882 -1.483 -1.815
H -5.477 -2.892 -0.596
H -4.959 -3.679 1.687
H -2.863 -2.988 2.792
H -2.287 0.658 3.232
H -2.868 1.034 5.601
H -1.921 -0.426 7.354
H -0.412 -2.284 6.753
H 0.157 -2.701 4.387
H 2.095 -1.012 2.449
H 4.096 -2.351 1.869
H 3.814 -4.648 0.993
H 1.560 -5.562 0.613
H -0.441 -4.189 1.040
C 1.390 4.437 3.655
C 1.277 2.961 3.358
C 1.017 2.157 4.620
O 0.090 2.741 2.473
B 0.375 1.720 1.688
O 1.723 1.312 1.706
C 2.465 2.394 2.508
C 3.576 1.739 3.287
C 2.981 3.355 1.455
H 0.560 4.743 4.289
H 1.368 5.035 2.747
H 2.317 4.643 4.193
H 0.069 2.476 5.048
H 1.800 2.337 5.356
H 0.957 1.084 4.420
H 3.218 0.924 3.913
H 4.040 2.481 3.938
H 4.346 1.369 2.609
H 2.165 3.821 0.901
H 3.633 2.824 0.760
H 3.569 4.138 1.932

## Properties
HOMO-LUMO gap = 7.4 eV
E_HOMO = -16.532 eV
charge = +3

Computed, not measured: C2H3N3O in the gas phase, with wB97M-V/def2-TZVPD.

Atoms and positions in Å:
N -0.903 -0.240 1.471
C -0.428 0.214 0.262
N -0.541 1.378 -0.307
O 0.953 1.155 -1.585
C 1.112 -0.071 -1.284
N 0.373 -0.685 -0.410
H -0.798 -1.241 1.595
H -1.681 0.180 1.958
H 1.913 -0.691 -1.700

## Properties
HOMO-LUMO gap (alpha / beta) = 8.9 / 8.9 eV
E_HOMO (alpha / beta) = -10.165 / -10.166 eV
charge = 0

Computed, not measured: C6H9BrO in the gas phase, with wB97M-V/def2-TZVPD.

Atoms and positions in Å:
C 0.318 2.126 0.253
C -0.047 1.080 -0.627
C -1.295 -0.315 0.713
C -0.061 -0.355 -0.070
C 1.135 -0.712 0.819
C -0.116 -1.364 -1.174
O 0.272 3.290 -0.008
Br -2.942 0.267 0.042
H 0.752 1.836 1.258
H -0.676 1.318 -1.628
H -1.159 -0.028 1.746
H 1.993 -0.688 0.261
H 1.043 -1.712 1.224
H 1.124 0.038 1.658
H 0.377 -0.983 -2.049
H -1.088 -1.424 -1.550
H 0.371 -2.374 -0.868

## Properties
HOMO-LUMO gap (alpha / beta) = 8.5 / 7.4 eV
E_HOMO (alpha / beta) = -9.119 / -8.558 eV
charge = 0

Computed, not measured: a molecular structure, C5H7NS, with wB97M-V/def2-TZVPD.

Atoms and positions in Å:
C 0.570 -1.409 -0.385
C 0.910 -0.054 -0.905
C 0.647 1.050 0.147
C -0.760 1.016 0.627
C -1.406 -0.791 0.618
N -0.471 -1.687 0.291
S -2.038 0.519 -0.487
H 1.245 -2.236 -0.568
H 1.950 -0.017 -1.225
H 0.275 0.156 -1.768
H 1.324 0.935 0.999
H 0.866 2.014 -0.319
H -1.049 1.518 1.535
H -2.063 -1.013 1.439

## Properties
HOMO-LUMO gap = 9.0 eV
E_HOMO = -8.380 eV
charge = 0

Computed, not measured: a molecular structure, C2H8N3S2, with wB97M-V/def2-TZVPD.

Atoms and positions in Å:
C 1.409 -0.196 -0.171
C -1.115 -0.179 -0.152
N 2.395 0.599 0.143
N 0.219 0.278 0.171
N -1.818 -0.625 0.898
S 1.507 -1.889 -0.587
S -1.992 1.733 -0.988
H -1.134 -0.821 -1.089
H 2.152 1.613 0.275
H 3.387 0.396 0.043
H 0.066 1.164 0.694
H 0.576 -2.315 0.141
H -1.916 -0.145 1.875
H -2.549 -1.317 0.793
H -1.186 1.704 -2.047

## Properties
HOMO-LUMO gap = 8.3 eV
E_HOMO = -12.544 eV
charge = +1

Computed, not measured: a molecular structure, ClMg2, with wB97M-V/def2-TZVPD.

Atoms and positions in Å:
Mg 0.982 1.286 1.287
Mg -1.315 -1.457 -0.591
Cl 0.332 0.171 -0.695

## Properties
HOMO-LUMO gap = 10.1 eV
E_HOMO = -26.659 eV
charge = +3

Computed, not measured: a gas-phase ion, C2H5N2O2S (charge -1), with wB97M-V/def2-TZVPD.

Atoms and positions in Å:
C 1.160 -0.655 0.532
C 1.227 0.061 -0.762
N 0.711 0.711 0.441
N -0.665 0.910 0.590
O -1.788 -1.431 0.268
O -3.092 0.639 -0.134
S -1.847 -0.112 -0.408
H 0.397 -1.416 0.645
H 2.068 -0.805 1.107
H 2.180 0.448 -1.106
H 0.532 -0.227 -1.539
H -0.881 1.877 0.365

## Properties
HOMO-LUMO gap = 7.2 eV
E_HOMO = -3.157 eV
charge = -1

Computed, not measured: 2 unconnected molecules or ions with the total composition C5H13NO, with wB97M-V/def2-TZVPD.

Atoms and positions in Å:
C 0.467 -2.047 0.707
C 0.763 -0.661 1.298
C 0.138 0.446 0.465
C 0.748 1.634 0.403
C 0.417 2.782 -0.509
N -0.928 -2.464 0.766
H 1.009 -2.765 1.333
H 0.823 -2.129 -0.316
H 1.853 -0.551 1.273
H 0.493 -0.622 2.358
H -0.755 0.174 -0.075
H 1.697 1.686 0.930
H -0.003 2.450 -1.456
H 1.297 3.412 -0.647
H -0.301 3.431 -0.004
H -1.189 -2.858 1.658
H -1.622 -1.792 0.463
H -0.584 -0.229 -2.252
H -0.915 1.117 -2.830
O -1.361 0.311 -2.501

## Properties
HOMO-LUMO gap (alpha / beta) = 2.8 / 9.3 eV
E_HOMO (alpha / beta) = 1.084 / -5.581 eV
expectation value of S² = 0.75
2S+1 = 2
charge = -1

Computed, not measured: C5H7NS2 in the gas phase, with wB97M-V/def2-TZVPD.

Atoms and positions in Å:
C -0.015 2.342 1.910
C -0.677 1.397 1.242
C -0.413 -0.308 -1.017
C -1.364 -1.080 -1.508
C 1.590 -1.751 -0.564
H 0.913 3.035 1.505
H -0.228 2.201 3.049
H -1.511 0.699 1.819
H -1.237 -2.034 -1.795
H -2.491 -0.872 -1.426
H 1.593 0.358 -0.820
H 2.687 -1.527 -0.327
N 1.040 -0.545 -0.843
S -0.789 1.330 -0.517
S 0.903 -3.245 -0.708

## Properties
HOMO-LUMO gap = 8.9 eV
E_HOMO = -8.492 eV
charge = 0

Computed, not measured: a gas-phase ion, C5H8NO (charge +1), with wB97M-V/def2-TZVPD.

Atoms and positions in Å:
C -0.437 1.243 0.140
C 1.660 -0.004 -0.670
C -0.245 -1.214 0.273
C 1.053 0.737 0.389
C -1.203 0.027 0.214
N 1.066 -0.736 0.467
O -2.453 -0.032 -0.089
H -0.721 1.999 0.905
H -0.555 1.824 -0.824
H 1.312 0.120 -1.763
H 2.742 -0.257 -0.701
H -0.661 -1.952 1.060
H -0.510 -2.001 -0.521
H 1.612 1.243 1.200
H -2.662 -0.997 -0.078

## Properties
HOMO-LUMO gap = 8.5 eV
E_HOMO = -14.433 eV
charge = +1

Computed, not measured: 3 unconnected molecules or ions with the total composition C2H8NO4, with wB97M-V/def2-TZVPD.

Atoms and positions in Å:
C -0.543 0.331 2.158
N -0.412 -0.002 0.765
C -0.141 0.970 -0.202
O 0.229 0.516 -1.336
O -0.305 2.157 0.119
H -1.435 0.940 2.331
H 0.290 0.951 2.502
H -0.657 -0.601 2.717
H -0.256 -0.957 0.499
H -2.082 -0.810 -1.869
H -0.646 -1.117 -1.909
O -1.508 -1.592 -1.883
H 1.773 -0.512 -1.447
H 2.941 0.299 -1.038
O 2.752 -0.573 -1.406

## Properties
HOMO-LUMO gap = 8.8 eV
E_HOMO = -4.809 eV
charge = -1

The records above give, respectively, ΔE to the lowest compared entry with this formula, charge and spin values of 12.7 0.0 67.6 62.8 42.5 41.1 9.8 57.3 32.5 66.9 60.1 0.2 kcal per mole.